No. 1
The following is a quantum chemistry calculation of a 25-piece molecular cluster, C2H54O25 overall in a non-equilibrium geometry, from the OMol25 dataset.

CARTESIAN COORDINATES (ANGSTROEM)
O1 -8.1469 13.1819 0.4713
O2 -10.0095 9.3353 5.1101
O3 -10.4538 5.7637 0.5674
O4 -8.3591 8.8454 -0.7453
O5 -7.6703 9.9421 1.6995
O6 -6.0343 9.7200 -1.8609
O7 -12.3254 7.5726 -0.1970
O8 -6.9594 7.4635 -3.2924
O9 -4.6870 7.8445 4.3250
O10 -7.3166 7.8371 3.6630
O11 -5.7641 12.9918 -2.9967
O12 -7.7404 6.2382 -0.5800
O13 -2.9784 9.9235 3.3471
O14 -9.0347 11.9417 6.0717
O15 -6.1481 14.2951 1.8951
O16 -13.5210 11.0127 1.7093
O17 -6.6838 5.4913 2.2711
O18 -5.0455 11.4813 1.7282
O19 -10.4162 10.6058 2.6808
O20 -9.8886 11.7680 -1.6794
O21 -11.0188 12.8184 4.3888
O22 -10.2284 9.2044 -3.0396
O23 -6.8769 14.3045 4.6320
O24 -11.4808 10.1339 -0.0043
O25 -4.0445 9.9958 -0.2390
C1 -10.0959 6.0917 1.9004
C2 -10.9555 5.1614 2.8018
H1 -9.7596 6.0148 -0.0463
H2 -8.7551 12.7383 -0.1199
H3 -12.8699 7.0096 -0.7472
H4 -6.6344 13.3095 -2.7561
H5 -9.6855 12.1287 5.3951
H6 -7.1837 5.7829 0.0517
H7 -9.0573 9.0017 -1.3811
H8 -7.9234 9.5472 0.8651
H9 -4.1266 8.5662 4.0399
H10 -9.8991 8.4816 5.5289
H11 -11.9542 12.7924 4.1871
H12 -5.5510 14.5067 1.1775
H13 -6.4377 14.3892 3.7858
H14 -8.4865 10.2921 2.0567
H15 -5.5178 7.9929 3.8733
H16 -7.9293 5.5816 -1.2504
H17 -7.1292 7.6241 -4.2206
H18 -10.7783 11.9521 -1.9807
H19 -9.9872 11.0315 -1.0760
H20 -10.0224 9.1470 -3.9726
H21 -6.1815 9.0218 -2.4989
H22 -6.8766 13.8385 1.4744
H23 -4.7449 9.8142 -0.8657
H24 -5.8539 10.9700 1.6946
H25 -5.6677 12.1693 -2.5167
H26 -11.0943 9.6114 -3.0096
H27 -2.3100 9.6035 2.7413
H28 -10.4440 7.0981 2.1330
H29 -13.4356 11.9654 1.6729
H30 -11.9376 6.9781 0.4452
H31 -6.1834 5.0043 2.9259
H32 -8.3223 12.5563 5.8958
H33 -9.8451 9.9684 5.8089
H34 -6.9307 15.2003 4.9652
H35 -10.7250 11.4596 2.9840
H36 -10.7258 13.6680 4.0592
H37 -10.7862 9.9813 3.3047
H38 -10.8744 4.1291 2.4617
H39 -6.7134 9.5879 -1.1994
H40 -11.6765 9.2028 -0.1083
H41 -8.2868 14.1140 0.3043
H42 -8.3824 7.9010 -0.5908
H43 -11.9803 5.3944 2.5124
H44 -11.0788 10.1994 0.8619
H45 -12.6882 10.6840 1.3708
H46 -7.7038 7.9885 4.5252
H47 -9.0391 6.0188 2.1571
H48 -7.7922 8.4280 3.0792
H49 -5.3350 12.3769 1.9026
H50 -10.7775 5.2797 3.8707
H51 -4.3692 10.7341 0.2764
H52 -3.6534 10.3002 2.7826
H53 -7.4402 6.6594 -3.0961
H54 -6.7754 6.3686 2.6428

Output
E_tot	-54140.5766	eV
E_HOMO	-9.30	eV
E_LUMO	-0.45	eV



No. 2
The following is a quantum chemistry calculation of C2H5AlO2 as an isolated structure in a non-equilibrium geometry, from the OMol25 dataset.

CARTESIAN COORDINATES (ANGSTROEM)
Al1 -1.0751 -0.8706 1.4447
O1 0.5096 0.0631 1.2654
O2 -1.6534 -0.7816 -0.1876
C1 -0.7464 0.0843 -0.7962
C2 0.6422 -0.0140 -0.1535
H1 1.1190 -0.9695 -0.4323
H2 1.2927 0.8033 -0.5047
H3 -1.0871 1.1393 -0.7223
H4 -0.6310 -0.1323 -1.8767
H5 1.6292 0.6780 1.9631

Output
net charge	+1
E_tot	-12837.3882	eV
E_HOMO (spin up / spin down)	-13.75 / -15.24	eV
E_LUMO (spin up / spin down)	-6.72 / -7.18	eV
spin multiplicity	2
energy relative to the best compared isomer or geometry (same formula, charge and spin)	0.00	kJ/mol



No. 3
The following is a quantum chemistry calculation of one molecule with the formula C2H5BClF in a non-equilibrium geometry, from the OMol25 dataset.

CARTESIAN COORDINATES (ANGSTROEM)
Cl1 -0.1387 2.5152 0.9273
F1 -1.3259 0.3759 -1.2328
C1 -0.9220 -0.7729 -0.3383
C2 0.5501 -0.4467 0.3844
B1 0.8393 1.1660 0.0238
H1 1.4069 -1.1526 0.0134
H2 0.4816 -0.5413 1.5549
H3 1.6245 1.4765 -0.8175
H4 -1.6997 -0.9183 0.5307
H5 -0.8160 -1.7018 -1.0458

Output
E_tot	-18070.6829	eV
E_HOMO	-10.74	eV
SMILES	FCCBCl
E_LUMO	0.20	eV



No. 4
The following is a quantum chemistry calculation of C2H5BeO3 as an isolated structure in a non-equilibrium geometry, from the OMol25 dataset.

CARTESIAN COORDINATES (ANGSTROEM)
O1 -1.5779 0.2958 -0.1123
O2 1.4576 1.2160 0.9951
O3 0.2917 1.5074 1.6315
C1 -1.3071 -0.5626 -1.0974
C2 1.7606 0.0470 0.6500
Be1 -0.7375 0.6984 0.9098
H1 -0.1380 -0.7670 -1.1470
H2 2.6360 0.0043 -0.0031
H3 -1.8617 -1.5139 -0.9576
H4 1.2430 -0.7674 1.1687
H5 -1.7668 -0.1580 -2.0376

Output
net charge	+2
E_tot	-8673.0383	eV
E_HOMO (spin up / spin down)	-22.76 / -22.73	eV
E_LUMO (spin up / spin down)	-11.93 / -15.27	eV
spin multiplicity	2



No. 5
The following is a quantum chemistry calculation of one molecule with the formula C2H5BrClN in a non-equilibrium geometry, from the OMol25 dataset.

CARTESIAN COORDINATES (ANGSTROEM)
Br1 2.6460 -0.0793 -0.0298
Cl1 -1.7938 -1.1456 -0.0299
N1 -0.3142 1.0923 -0.2919
C1 -0.3995 -0.3616 -0.7184
C2 1.0673 -1.2677 -0.2522
H1 0.0124 1.1127 0.7093
H2 1.2438 -2.0566 -0.8988
H3 0.5190 1.3998 -0.7458
H4 -0.4572 -0.1684 -1.8294
H5 0.8152 -1.6281 0.8343

Output
E_tot	-86209.0900	eV
E_HOMO	-10.15	eV
SMILES	N[C@H](Cl)CBr
E_LUMO	0.62	eV
energy relative to the best compared isomer or geometry (same formula, charge and spin)	131.18	kJ/mol



No. 6
The following is a quantum chemistry calculation of one molecule with the formula C2H5BrSi in a non-equilibrium geometry, from the OMol25 dataset.

CARTESIAN COORDINATES (ANGSTROEM)
Br1 -2.0388 -1.8928 -1.7378
Si1 0.8663 0.8021 0.7951
C1 -0.2165 -0.5243 0.1186
C2 -0.7758 -0.4648 -1.0242
H1 0.5800 0.8000 2.1256
H2 -0.8580 0.3964 -1.6493
H3 2.2357 0.3477 0.4161
H4 -0.2462 -1.4445 0.8012
H5 0.4534 1.9801 0.1549

Output
E_tot	-80073.3726	eV
E_HOMO	-9.80	eV
SMILES	[SiH3]/C=C/Br
E_LUMO	0.73	eV
energy relative to the best compared isomer or geometry (same formula, charge and spin)	176.71	kJ/mol



No. 7
The following is a quantum chemistry calculation of C2H5BrSi as an isolated structure in a non-equilibrium geometry, from the OMol25 dataset.

CARTESIAN COORDINATES (ANGSTROEM)
Br1 -3.2760 -1.2517 -0.6701
Si1 -0.9432 -1.7298 -0.2728
C1 -0.2868 -0.1166 -1.0663
C2 0.8166 0.3023 -0.4749
H1 1.2613 1.2865 -0.6769
H2 -0.7581 0.4649 -1.7247
H3 0.6091 0.5977 2.5878
H4 1.3207 -0.2710 0.2009
H5 1.2565 0.7178 2.0969

Output
E_tot	-80073.0464	eV
E_HOMO	-9.18	eV
E_LUMO	-1.01	eV
energy relative to the best compared isomer or geometry (same formula, charge and spin)	208.19	kJ/mol



No. 8
The following is a quantum chemistry calculation of C2H5CaLiO2 as an isolated structure in a non-equilibrium geometry, from the OMol25 dataset.

CARTESIAN COORDINATES (ANGSTROEM)
Ca1 0.8703 -2.5178 0.0887
O1 0.5358 -0.4747 -0.0952
O2 -2.5668 0.1889 -1.9920
C1 1.6375 0.1855 1.9404
C2 1.2906 0.3373 0.6578
Li1 -0.7417 0.2028 -1.2508
H1 1.3133 -0.6764 2.5293
H2 1.3396 1.4429 0.4317
H3 2.4896 0.8991 2.1157
H4 -3.3300 0.6315 -1.6067
H5 -2.8382 -0.2192 -2.8189

Output
net charge	+1
E_tot	-24887.6077	eV
E_HOMO (spin up / spin down)	-9.04 / -12.39	eV
E_LUMO (spin up / spin down)	-3.52 / -3.80	eV
spin multiplicity	2
energy relative to the best compared isomer or geometry (same formula, charge and spin)	0.00	kJ/mol



No. 9
The following is a quantum chemistry calculation of C2H5CeO2 as an isolated structure in a non-equilibrium geometry, from the OMol25 dataset.

CARTESIAN COORDINATES (ANGSTROEM)
Ce1 -1.5787 -1.5108 -1.3643
O1 -0.9984 0.5348 -0.6055
O2 0.2798 -1.9128 -0.3275
C1 0.9458 -0.7568 0.0903
C2 -0.0390 0.3751 0.4299
H1 0.5064 1.3244 0.5688
H2 -1.7751 3.1321 -0.4647
H3 1.6346 -0.3897 -0.7005
H4 1.5685 -0.9464 0.9869
H5 -0.5439 0.1502 1.3868

Output
net charge	+1
E_tot	-19168.6146	eV
E_HOMO (spin up / spin down)	-13.07 / -13.59	eV
E_LUMO (spin up / spin down)	-5.59 / -5.56	eV
spin multiplicity	3



No. 10
The following is a quantum chemistry calculation of C2H5Cl2O3P as an isolated structure in a non-equilibrium geometry, from the OMol25 dataset.

CARTESIAN COORDINATES (ANGSTROEM)
Cl1 0.8266 0.9164 1.3142
Cl2 2.8223 0.7677 -0.6487
P1 -1.3884 1.2823 -0.2082
O1 -2.6799 1.9367 -0.9651
O2 -2.1094 0.0946 0.7630
O3 -0.5898 0.5917 -1.1981
C1 1.7286 -1.5413 0.2461
C2 1.8449 -0.0354 0.3947
H1 1.5859 -2.0688 1.1087
H2 2.3945 -1.9254 -0.4163
H3 -2.2829 0.5027 1.5827
H4 -2.8734 1.2927 -1.6418
H5 0.7210 -1.8139 -0.3312

Output
E_tot	-42629.6271	eV
E_HOMO (spin up / spin down)	-7.77 / -9.31	eV
E_LUMO (spin up / spin down)	-2.03 / -0.28	eV
energy relative to the best compared isomer or geometry (same formula, charge and spin)	22.85	kJ/mol



No. 11
The following is a quantum chemistry calculation of a 2-piece molecular cluster, C2H5Cl2P overall in a non-equilibrium geometry, from the OMol25 dataset.

CARTESIAN COORDINATES (ANGSTROEM)
Cl1 -2.7674 -0.9967 -0.6167
Cl2 2.8482 -1.0789 -0.7843
P1 -0.5520 -0.6651 1.2057
C1 -0.2325 0.7341 2.1205
C2 -1.4918 0.1421 -0.2083
H1 -0.7718 0.2531 -0.9723
H2 0.3199 0.4825 3.0189
H3 -0.7087 1.7380 1.8593
H4 2.0679 -1.6554 0.0750
H5 -1.8021 1.2443 0.0039

Output
E_tot	-36484.3935	eV
E_HOMO (spin up / spin down)	-6.91 / -10.16	eV
E_LUMO (spin up / spin down)	0.97 / -2.81	eV
spin multiplicity	3
energy relative to the best compared isomer or geometry (same formula, charge and spin)	213.41	kJ/mol



No. 12
The following is a quantum chemistry calculation of a 2-piece molecular cluster, C2H5Cl3N2 overall in a non-equilibrium geometry, from the OMol25 dataset.

CARTESIAN COORDINATES (ANGSTROEM)
Cl1 1.6684 1.4470 -1.2972
Cl2 -0.6871 -1.0003 -2.1251
Cl3 -1.8944 -0.7831 0.6014
N1 0.4662 -1.9318 0.1285
N2 -0.2437 2.0054 0.3939
C1 0.7614 1.1114 0.0638
C2 -0.5130 -0.9705 -0.3526
H1 -0.0630 -2.7926 0.1934
H2 1.2856 0.5476 0.9445
H3 -0.6066 2.3875 -0.3916
H4 0.9004 -1.6397 0.9571
H5 -1.0740 1.6191 0.8840

Output
E_tot	-42699.7969	eV
E_HOMO (spin up / spin down)	-7.42 / -7.64	eV
E_LUMO (spin up / spin down)	0.28 / 0.45	eV
energy relative to the best compared isomer or geometry (same formula, charge and spin)	237.32	kJ/mol



No. 13
The following is a quantum chemistry calculation of a 2-piece molecular cluster, C2H5ClFOPS overall in a non-equilibrium geometry, from the OMol25 dataset.

CARTESIAN COORDINATES (ANGSTROEM)
Cl1 -1.2950 -3.4232 1.1390
S1 1.5012 -2.0250 -0.1550
P1 -0.2034 -1.8048 0.8205
F1 0.7745 0.7398 2.3194
O1 -1.2972 -0.9939 -0.1139
C1 -0.9788 0.2150 -0.7452
C2 -0.2792 0.0893 2.7793
H1 -1.8731 0.8910 -0.9571
H2 -0.5709 -0.1152 -1.7907
H3 -1.1683 0.8184 2.4390
H4 -0.1604 -0.4747 3.7400
H5 -0.1127 0.7724 -0.1337

Output
E_tot	-39564.4909	eV
E_HOMO (spin up / spin down)	-8.57 / -8.71	eV
E_LUMO (spin up / spin down)	-0.90 / -1.46	eV
energy relative to the best compared isomer or geometry (same formula, charge and spin)	274.31	kJ/mol



No. 14
The following is a quantum chemistry calculation of a 2-piece molecular cluster, C2H5ClN2OS overall in a non-equilibrium geometry, from the OMol25 dataset.

CARTESIAN COORDINATES (ANGSTROEM)
Cl1 -1.4866 -0.8346 0.0825
S1 -0.8775 0.2633 3.4730
O1 -0.5336 1.9920 -0.3192
N1 0.7568 0.3151 -1.0881
N2 0.1663 1.0742 2.7401
C1 0.5059 1.5060 -0.8056
C2 0.0943 -0.8565 -0.8755
H1 -0.2148 -1.2802 -1.8638
H2 0.6750 1.5252 3.4526
H3 0.7976 -1.3738 -0.1601
H4 -1.1438 1.3178 0.1069
H5 1.1067 2.2319 -1.2763

Output
E_tot	-30537.3686	eV
E_HOMO (spin up / spin down)	-8.69 / -8.69	eV
SMILES	O/C=N\CCl.N=S
E_LUMO (spin up / spin down)	-1.28 / -1.28	eV
energy relative to the best compared isomer or geometry (same formula, charge and spin)	256.87	kJ/mol



No. 15
The following is a quantum chemistry calculation of an isolated ion of composition C2H5ClNO2 and charge +1 in a non-equilibrium geometry, from the OMol25 dataset.

CARTESIAN COORDINATES (ANGSTROEM)
Cl1 2.3690 1.0197 0.1332
O1 1.9094 -1.5776 0.1766
O2 -0.8224 -1.1961 0.5790
N1 -0.7073 1.0861 0.0518
C1 -0.3399 -0.3360 -0.3194
C2 1.5060 -0.5006 -0.0187
H1 -0.7953 -2.1758 0.4523
H2 -0.5369 -0.5596 -1.4092
H3 -1.1782 1.4181 -0.7514
H4 -1.4947 1.1736 0.8236
H5 0.0903 1.6481 0.2823

Output
net charge	+1
E_tot	-20254.0006	eV
E_HOMO	-14.59	eV
SMILES	[NH3+][C@H](O)C(=O)Cl
E_LUMO	-3.91	eV
energy relative to the best compared isomer or geometry (same formula, charge and spin)	110.75	kJ/mol



No. 16
The following is a quantum chemistry calculation of one molecule with the formula C2H5ClO2 in a non-equilibrium geometry, from the OMol25 dataset.

CARTESIAN COORDINATES (ANGSTROEM)
Cl1 -2.2121 0.1417 0.4551
O1 -0.3635 -1.2670 -1.0284
O2 0.3666 -0.2389 0.8575
C1 0.9074 0.8682 0.1068
C2 -0.7036 -0.8373 0.3327
H1 1.4529 1.3968 0.8337
H2 1.4908 0.5297 -0.6435
H3 -0.1291 -0.3618 -1.4640
H4 0.1092 1.6369 -0.3281
H5 -0.9188 -1.8684 0.8783

Output
E_tot	-18771.2319	eV
E_HOMO	-10.84	eV
SMILES	CO[C@H](O)Cl
E_LUMO	0.74	eV
energy relative to the best compared isomer or geometry (same formula, charge and spin)	101.44	kJ/mol



No. 17
The following is a quantum chemistry calculation of a 2-piece molecular cluster, C2H5ClOS overall in a non-equilibrium geometry, from the OMol25 dataset.

CARTESIAN COORDINATES (ANGSTROEM)
Cl1 0.6385 -1.4248 -1.6655
S1 -1.8041 0.2083 -0.6003
O1 -0.8907 0.6504 1.7526
C1 -0.6337 0.8900 0.4834
C2 1.5822 -0.6581 -0.4597
H1 -1.6752 1.1477 -1.4521
H2 1.2848 -0.9532 0.5490
H3 -1.5934 0.0959 1.9501
H4 0.4632 0.5441 0.1132
H5 2.6283 -0.5004 -0.6709

Output
E_tot	-27555.4211	eV
E_HOMO (spin up / spin down)	-8.16 / -7.60	eV
E_LUMO (spin up / spin down)	0.28 / -0.40	eV
energy relative to the best compared isomer or geometry (same formula, charge and spin)	434.37	kJ/mol



No. 18
The following is a quantum chemistry calculation of C2H5ClOS as an isolated structure in a non-equilibrium geometry, from the OMol25 dataset.

CARTESIAN COORDINATES (ANGSTROEM)
Cl1 0.4018 1.0688 -2.3546
S1 -0.6300 -0.8701 1.5120
O1 0.9133 -0.8497 2.0752
C1 -0.4352 -0.9110 -0.2470
C2 -0.1266 0.9967 -0.7406
H1 -1.3722 -0.9502 -0.8651
H2 -1.0619 1.3440 -0.5894
H3 0.4841 -1.2391 -0.6409
H4 1.0957 0.0925 2.0238
H5 0.7310 1.3179 -0.1734

Output
E_tot	-27557.6713	eV
E_HOMO	-8.38	eV
E_LUMO	0.50	eV
energy relative to the best compared isomer or geometry (same formula, charge and spin)	217.25	kJ/mol



No. 19
The following is a quantum chemistry calculation of a 2-piece molecular cluster, C2H5ClS overall in a non-equilibrium geometry, from the OMol25 dataset.

CARTESIAN COORDINATES (ANGSTROEM)
Cl1 2.2376 -2.2075 -0.2436
S1 0.9388 0.9559 0.2348
C1 -0.8085 1.3989 0.3175
C2 0.7098 -1.5172 -0.3796
H1 0.3425 -1.3675 -1.3819
H2 -0.8786 2.2733 0.9583
H3 -1.1885 1.6285 -0.6766
H4 0.0173 -1.7458 0.4115
H5 -1.3703 0.5815 0.7597

Output
E_tot	-25510.5508	eV
E_HOMO	-8.54	eV
E_LUMO	-0.69	eV
energy relative to the best compared isomer or geometry (same formula, charge and spin)	164.75	kJ/mol



No. 20
The following is a quantum chemistry calculation of a 2-piece molecular cluster, C2H5ClS2 overall in a non-equilibrium geometry, from the OMol25 dataset.

CARTESIAN COORDINATES (ANGSTROEM)
Cl1 -1.8093 1.9051 0.3122
S1 -1.2532 -1.2342 0.4607
S2 1.7108 -1.2564 -0.2103
C1 -0.2012 1.8026 -0.3299
C2 0.1273 -1.0505 -0.6839
H1 -0.7867 -2.0090 1.5547
H2 1.6260 -2.1547 0.7791
H3 0.6214 1.6117 0.3918
H4 0.0129 2.2769 -1.3684
H5 -0.0480 0.1085 -0.9058

Output
E_tot	-36343.3672	eV
E_HOMO (spin up / spin down)	-8.40 / -7.55	eV
E_LUMO (spin up / spin down)	-0.35 / -0.48	eV
energy relative to the best compared isomer or geometry (same formula, charge and spin)	472.77	kJ/mol